No. 1
Density functional theory data (ωB97M-V/def2-TZVPD) for 4 unconnected molecules or ions with the total composition H6IO3.

Values from the calculation:
**Gap between HOMO and LUMO**: 6.799 eV
**ΔE to the lowest compared entry with this formula, charge and spin**: 0.931 eV
**Charge**: -1
**Calculated total energy**: -527.09739 a.u.
**HOMO level**: -0.131 Eh

Positions of all 10 atoms, in Å:
I1 1.23237 1.81428 -2.21820
O1 -2.73719 -2.63522 -3.60658
H1 -2.07299 -1.96004 -3.46801
H2 -2.82969 -3.05952 -2.75355
O2 -1.49482 4.45758 2.77872
H3 -1.09591 3.76992 2.24559
H4 -1.88266 5.05929 2.14330
O3 3.52742 -2.75481 1.88757
H5 2.96646 -2.08406 1.49819
H6 4.38698 -2.60745 1.49301

No. 2
Density functional theory data (ωB97M-V/def2-TZVPD) for 2 unconnected molecules or ions with the total composition C11H16N3 at a distorted geometry.

Values from the calculation:
**Gap between HOMO and LUMO**: 8.183 eV
**ΔE to the lowest compared entry with this formula, charge and spin**: 7.211 eV
**Charge**: +1
**Calculated total energy**: -592.52087 a.u.
**HOMO level**: -0.440 Eh

Positions of all 30 atoms, in Å:
C1 2.03916 -1.43943 2.42970
C2 0.77577 -1.44822 2.90119
C3 1.94132 -1.31401 0.93950
C4 -0.19855 -0.66634 -1.68666
C5 0.32268 2.65194 -1.05510
C6 -0.50456 -1.79049 -2.59234
C7 -0.87981 2.72151 -1.04975
C8 0.13388 -0.87742 -0.46071
C9 1.79530 2.60937 -1.15841
C10 -2.21361 3.04766 -0.83977
C11 -1.50125 -1.20300 2.15444
N1 -1.24821 -2.74517 -2.24041
N2 -0.18188 -1.27286 1.87609
N3 0.55670 -1.07479 0.74119
H1 2.85187 -1.60291 3.01318
H2 0.39633 -1.70611 3.88264
H3 2.20339 -2.25939 0.45442
H4 -0.17243 0.37453 -2.09320
H5 2.62926 -0.46693 0.57101
H6 -0.25764 -1.48083 -3.62662
H7 2.22287 2.99133 -0.21953
H8 2.17466 3.20610 -2.06603
H9 2.09542 1.58394 -1.27817
H10 -2.80574 2.11689 -1.00071
H11 -2.66511 3.72893 -1.53229
H12 -2.33605 3.50140 0.16190
H13 -1.97427 -2.19744 1.97112
H14 -1.72415 -1.04586 3.23235
H15 -2.05371 -0.52529 1.44496
H16 -1.42166 -3.41709 -2.87395

No. 3
Density functional theory data (ωB97M-V/def2-TZVPD) for a molecular structure, C6H10N2 at a distorted geometry.

Values from the calculation:
**Gap between HOMO and LUMO**: 8.818 eV
**ΔE to the lowest compared entry with this formula, charge and spin**: 7.056 eV
**Calculated total energy**: -343.87742 a.u.
**HOMO level**: -0.300 Eh

Positions of all 18 atoms, in Å:
C1 -0.42532 -2.15708 0.06993
C2 -0.82703 -0.72608 -0.09448
C3 -0.04956 1.53919 -0.21269
C4 -1.25156 2.14654 0.09445
C5 1.50541 -0.41735 -0.02403
C6 2.65535 0.25520 0.01951
H1 -0.19664 -2.29815 1.36408
H2 -1.24794 -3.06426 -0.58252
H3 0.68400 -2.16038 -0.76110
H4 -2.68334 -1.23236 -0.29289
H5 1.02571 1.87116 -0.31496
H6 -2.16350 1.63161 0.46210
H7 -1.07117 3.23026 -0.08452
H8 1.67548 -1.43886 -0.14267
H9 3.62309 -0.08639 0.11734
H10 2.51160 1.32712 0.27417
N1 -1.96628 -0.38051 0.02172
N2 0.28041 0.14876 0.09898

No. 4
Density functional theory data (ωB97M-V/def2-TZVPD) for 21 unconnected molecules or ions with the total composition H43O21 at a distorted geometry.

Values from the calculation:
**Gap between HOMO and LUMO**: 10.021 eV
**ΔE to the lowest compared entry with this formula, charge and spin**: 3.177 eV
**Charge**: +1
**Calculated total energy**: -1605.56438 a.u.
**HOMO level**: -0.470 Eh

Positions of all 64 atoms, in Å:
O1 -1.93373 3.61479 0.80208
H1 -1.41900 -1.02151 4.11533
H2 -0.13637 -4.57666 -1.05633
O2 -3.27939 -1.77401 -2.65031
H3 -4.08501 -1.64042 -3.16274
H4 3.32035 1.62876 1.48964
O3 0.28686 2.85307 -0.41812
H5 -0.05220 3.10913 -1.30299
H6 2.09054 0.62051 2.76276
O4 4.08935 0.07694 2.22811
H7 0.74966 0.96673 3.45167
H8 0.07808 -1.49914 -1.40982
O5 0.68893 1.22857 -3.31697
H9 -1.29143 -0.24954 -0.07282
H10 1.55781 0.96013 -3.05948
O6 1.65864 0.77810 3.60630
H11 -1.32833 1.40049 3.46676
H12 -2.13155 -3.21407 -0.20272
O7 -0.82491 -1.56725 -4.76846
H13 0.66123 2.14082 -3.60772
H14 0.59419 -4.11670 1.25559
O8 3.37158 2.07442 0.62564
H15 -2.31490 2.80682 0.43639
H16 1.25092 -4.07528 2.55280
O9 -4.96061 0.54817 1.02263
H17 1.34340 -1.18457 3.52559
H18 -2.64955 -0.20734 4.69968
O10 -1.60038 0.58990 0.24649
H19 4.04570 -0.51569 2.97178
H20 2.63402 0.18259 -0.40126
O11 -0.96953 2.13229 2.93457
H21 -0.57587 2.82427 3.46342
H22 0.06358 -1.49447 -4.42075
O12 2.29004 4.22470 -0.24857
H23 2.54754 4.59095 0.59776
H24 -1.41399 -1.50750 -4.02459
O13 1.63104 -2.09968 3.57042
H25 -5.32327 -0.18517 1.51212
H26 2.01052 -2.48856 4.33745
O14 -2.92323 -3.73578 -0.22045
H27 -3.56699 -3.23629 0.28631
H28 4.32879 2.17348 0.54734
O15 0.80936 -4.41709 -1.11244
H29 2.80391 -0.52287 -1.76007
H30 -3.01756 -2.65028 -2.94887
O16 1.88835 -1.97871 -2.69085
H31 -2.03153 3.53888 1.76115
O17 -1.48367 3.21005 -2.71167
H32 -1.96370 4.02336 -2.49453
H33 -2.23242 2.80469 -3.17384
O18 2.82688 0.33162 -1.32844
H34 -4.14888 0.34905 0.59530
H35 -0.52059 3.12282 0.15513
O19 -0.54288 -1.14938 -2.05440
H36 -1.24592 1.37315 -0.15351
H37 2.95673 3.53622 -0.43022
O20 0.65827 -4.65639 2.05250
H38 -0.01977 -0.49736 -2.52671
H39 4.88318 -0.22427 1.78864
O21 -2.01989 -0.28898 3.97923
H40 1.09374 3.54547 -0.21064
H41 1.29661 -5.16757 -0.76101
H42 2.22586 -2.21709 -3.54828
H43 1.17154 -2.60203 -2.52006

No. 5
Density functional theory data (ωB97M-V/def2-TZVPD) for 3 unconnected molecules or ions with the total composition C29H50F3N6O5 at a distorted geometry.

Values from the calculation:
**Gap between HOMO and LUMO**: 7.893 eV
**Charge**: +1
**Calculated total energy**: -2139.00907 a.u.
**HOMO level**: -0.401 Eh

Positions of all 93 atoms, in Å:
C1 -3.04594 0.03207 -4.03171
C2 -1.92818 0.00397 -2.87815
C3 -0.67568 -0.71347 -3.50146
N1 0.45190 -0.98683 -2.57090
C4 0.13813 -1.95160 -1.53037
N2 0.17706 -3.33185 -2.14638
C5 -0.45642 -4.27823 -1.16504
C6 -0.02550 -4.05114 0.35879
C7 -1.38285 -3.89538 1.17290
C8 -1.30250 -3.02770 2.49617
C9 -2.53058 -2.00743 2.50221
N3 -2.71868 -1.44209 3.85384
N4 0.57519 -5.39765 0.73313
C10 0.76454 -5.55368 2.17220
O1 0.48501 -6.60311 2.65233
F1 1.26558 -4.60113 3.02174
C11 1.92468 -5.48359 0.17483
O2 2.90781 -5.34041 0.81841
F2 2.11809 -5.78985 -1.17329
O3 0.97646 -3.09713 0.61210
C12 1.08958 -1.94665 -0.27041
C13 0.89324 -0.70388 0.70369
C14 0.68755 0.70220 0.04135
C15 -0.85719 1.03355 0.12192
F3 -1.20498 2.25544 -0.51880
C16 2.60923 -2.04693 -0.83350
C17 3.51645 -0.83032 -0.49184
C18 4.23167 -0.59590 0.76182
C19 5.09765 0.57452 0.99234
C20 5.30746 1.57774 -0.06637
C21 4.60314 1.36306 -1.36174
C22 4.79777 2.35814 -2.56372
C23 3.71923 0.18824 -1.56726
H1 -3.12206 -1.00896 -4.47750
H2 -4.03732 0.39627 -3.66588
H3 -2.67753 0.67806 -4.88574
H4 -1.66832 1.07611 -2.69086
H5 -2.40750 -0.52557 -2.01491
H6 -1.04903 -1.62379 -4.06945
H7 -0.26733 -0.01478 -4.29391
H8 1.23126 -1.27445 -3.16671
H9 -0.91919 -1.82220 -1.14158
H10 -0.37326 -3.41275 -3.01930
H11 1.11649 -3.68804 -2.37220
H12 -0.19876 -5.32364 -1.51545
H13 -1.57291 -4.20563 -1.32648
H14 -2.22188 -3.45227 0.55170
H15 -1.76859 -4.91828 1.47361
H16 -1.49241 -3.71022 3.37860
H17 -0.31695 -2.53460 2.69334
H18 -2.43701 -1.22993 1.68547
H19 -3.44886 -2.62945 2.27950
H20 -2.00512 -0.73353 4.03321
H21 -3.66051 -1.04902 3.86646
H22 -0.06700 -0.93039 1.27027
H23 1.68745 -0.67486 1.50597
H24 1.14610 0.86168 -0.96375
H25 1.18195 1.46326 0.72341
H26 -1.06626 1.19510 1.23009
H27 -1.49045 0.15737 -0.18246
H28 2.65080 -2.20525 -1.94671
H29 3.11633 -2.95647 -0.38439
H30 4.11322 -1.33699 1.59801
H31 5.61715 0.71905 1.97324
H32 5.98851 2.44515 0.11839
H33 4.89531 3.42797 -2.25163
H34 4.02651 2.16683 -3.35198
H35 5.79375 2.07416 -3.02962
H36 3.23889 0.07544 -2.57334
C24 0.43575 1.14184 4.67704
C25 -0.57496 1.94346 3.90017
O4 -1.22515 1.45512 2.97556
N5 -0.75949 3.23788 4.24409
C26 -0.09919 3.99240 5.29239
H37 0.46870 0.12642 4.28368
H38 1.42791 1.58460 4.57337
H39 0.15137 1.09523 5.72960
H40 -1.45170 3.70839 3.67877
H41 -0.85886 4.35954 5.98423
H42 0.40758 4.84495 4.83729
H43 0.62381 3.39100 5.83627
C27 -2.62513 4.17698 -2.25493
C28 -3.63536 4.95520 -3.05636
O5 -4.26644 4.44655 -3.97189
N6 -3.83590 6.26143 -2.73494
C29 -3.19353 7.03904 -1.69468
H44 -2.58203 3.15753 -2.63193
H45 -1.63502 4.62531 -2.35647
H46 -2.91877 4.14424 -1.20478
H47 -4.52615 6.71530 -3.31506
H48 -3.96321 7.41188 -1.01587
H49 -2.68909 7.88875 -2.15901
H50 -2.47065 6.45300 -1.13352

No. 6
Density functional theory data (ωB97M-V/def2-TZVPD) for a molecular structure, C34H38CuN6O6P2 at a distorted geometry.

Values from the calculation:
**2S+1**: 2
**Gap between HOMO and LUMO (alpha / beta)**: 6.936 / 5.450 eV
**ΔE to the lowest compared entry with this formula, charge and spin**: 1.157 eV
**Calculated total energy**: -4421.16071 a.u.
**HOMO level (alpha / beta)**: -0.309 / -0.309 Eh

Positions of all 87 atoms, in Å:
Cu1 1.56493 1.68524 -0.85107
C1 1.43080 -2.60860 3.70762
C2 1.31100 -2.74632 2.38147
C3 0.13943 -2.19162 1.61938
C4 -0.21410 -0.70182 1.96969
C5 -1.54568 -0.60785 2.65051
C6 -1.94366 -1.41994 3.64192
C7 -1.03256 -2.43390 4.30491
C8 0.39888 -1.99011 4.63342
C9 0.29052 3.12143 -0.99757
H1 2.25637 -3.10876 4.20282
H2 2.06343 -3.19084 1.71665
H3 -0.78482 -2.77386 1.76257
H4 0.33475 -2.26615 0.53056
H5 0.58647 -0.26524 2.59634
H6 -0.22288 -0.13512 1.00983
H7 -2.16698 0.22121 2.31652
H8 -2.98548 -1.41331 4.01137
H9 -1.00562 -3.38490 3.76127
H10 -1.51935 -2.69882 5.24766
H11 0.48302 -0.89753 4.64676
H12 0.66473 -2.27793 5.66128
H13 -0.29264 3.00145 -0.04920
H14 -0.24048 3.15025 -1.98037
H15 0.80465 4.08202 -0.89262
P1 -1.93513 2.05250 -1.37189
P2 0.35117 -1.29544 -2.50395
N1 -3.26521 1.87481 -0.29142
N2 -2.74894 2.95758 -2.63794
N3 -0.77262 -2.51338 -1.87462
N4 0.36804 -2.23854 -4.11196
C10 -1.90256 0.37133 -1.98513
C11 -0.86454 -0.02460 -3.04979
C12 -3.52603 2.72043 0.79341
C13 -4.80815 2.46393 1.24458
C14 -5.37064 1.44220 0.40601
C15 -4.40305 1.08631 -0.51072
C16 -2.36603 4.16920 -3.22927
C17 -3.34435 4.54930 -4.13264
C18 -4.36590 3.54498 -4.10393
C19 -3.96975 2.57688 -3.20192
C20 -0.34894 -3.69366 -1.22668
C21 -1.43694 -4.53593 -1.07479
C22 -2.55751 -3.90618 -1.68964
C23 -2.13399 -2.67981 -2.17091
C24 -0.49129 -3.21106 -4.63871
C25 -0.24144 -3.37225 -5.99981
C26 0.82819 -2.47967 -6.33344
C27 1.17727 -1.80401 -5.16829
H16 -2.89262 0.22007 -2.43922
H17 -1.82598 -0.27009 -1.09332
H18 -1.38970 -0.39113 -3.94956
H19 -0.24441 0.82806 -3.37457
H20 -2.75512 3.40366 1.13132
H21 -5.30901 2.94476 2.07327
H22 -6.36647 1.02379 0.44479
H23 -4.43259 0.34448 -1.30076
H24 -1.43312 4.63796 -2.95536
H25 -3.34927 5.43697 -4.74631
H26 -5.28265 3.52569 -4.67268
H27 -4.45115 1.66071 -2.90167
H28 0.68625 -3.80854 -0.94050
H29 -1.43815 -5.49017 -0.58254
H30 -3.55766 -4.30092 -1.78583
H31 -2.65885 -1.93000 -2.73789
H32 -1.21751 -3.72813 -4.03750
H33 -0.77113 -4.05255 -6.65235
H34 1.27740 -2.35169 -7.30890
H35 1.92826 -1.05349 -4.98394
O1 3.54137 2.08874 -0.29949
C28 3.34692 1.48917 0.80764
O2 2.27519 0.80954 0.99865
C29 4.35362 1.60217 1.93072
C30 4.40733 0.52095 2.80464
C31 5.37616 0.43011 3.82383
C32 6.27581 1.47588 4.05810
C33 6.19561 2.60057 3.23284
C34 5.23187 2.67614 2.17898
N5 7.10923 3.69217 3.51358
O3 7.86703 3.57469 4.50680
O4 7.10069 4.69579 2.77431
N6 5.41935 -0.76130 4.62545
O5 4.62459 -1.68813 4.35038
O6 6.24321 -0.80174 5.56551
H36 3.67868 -0.27370 2.70154
H37 6.97358 1.41350 4.88844
H38 5.21685 3.60204 1.61338